Below is a cluster of 14 separate species, C60H154N6O20 in total, with properties calculated with ωB97M-V/def2-TZVPD.

Last column: Löwdin charge in e.
CARTESIAN COORDINATES (ANGSTROEM)
C1 4.583 3.379 4.083  -0.03
C2 4.209 2.913 2.657  -0.48
C3 3.093 3.722 2.030  -0.04
O1 5.349 2.987 1.828  -0.04
H1 3.707 3.418 4.696  0.07
H2 4.890 4.445 3.995  0.09
H3 5.486 2.765 4.406  0.09
H4 3.833 1.952 2.710  0.08
H5 3.299 4.776 2.050  0.08
H6 2.233 3.625 2.649  0.06
H7 2.869 3.466 1.017  0.05
H8 5.987 2.296 2.013  0.09
C4 -2.151 -6.499 1.414  -0.04
C5 -0.971 -5.771 2.096  -0.57
C6 0.008 -6.736 2.591  -0.07
O2 -0.332 -5.022 1.170  -0.06
H9 -2.829 -5.754 1.021  0.05
H10 -2.757 -7.153 2.039  0.08
H11 -1.952 -7.092 0.501  0.09
H12 -1.309 -5.131 2.922  0.14
H13 0.839 -6.259 3.116  0.06
H14 0.412 -7.207 1.681  0.10
H15 -0.394 -7.466 3.270  0.08
H16 -0.527 -4.039 1.280  0.10
C7 0.054 -4.354 6.259  -0.06
C8 1.015 -3.446 5.513  -0.47
C9 0.701 -3.453 3.992  -0.04
O3 0.872 -2.122 6.048  -0.05
H17 0.146 -4.241 7.331  0.07
H18 0.326 -5.410 5.937  0.10
H19 -0.946 -4.204 5.944  0.06
H20 2.033 -3.894 5.537  0.14
H21 1.474 -2.878 3.529  0.06
H22 -0.273 -3.112 3.823  0.06
H23 0.780 -4.463 3.585  0.04
H24 1.744 -1.681 6.007  0.08
C10 -2.245 -3.709 -3.917  -0.05
C11 -1.354 -4.641 -3.090  -0.47
C12 0.139 -4.276 -3.073  -0.04
O4 -1.975 -4.692 -1.806  -0.09
H25 -2.313 -2.714 -3.450  0.07
H26 -3.284 -4.130 -3.828  0.09
H27 -1.855 -3.633 -4.966  0.09
H28 -1.373 -5.715 -3.484  0.15
H29 0.368 -3.420 -2.445  0.06
H30 0.451 -3.973 -4.071  0.08
H31 0.758 -5.090 -2.750  0.06
H32 -1.274 -5.027 -1.177  0.09
C13 -1.010 7.655 -1.859  -0.05
C14 0.166 6.815 -2.233  -0.52
C15 0.555 7.122 -3.665  -0.07
O5 1.303 7.161 -1.455  -0.03
H33 -0.731 8.680 -1.923  0.07
H34 -1.317 7.483 -0.827  0.08
H35 -1.845 7.482 -2.585  0.10
H36 -0.120 5.761 -2.137  0.12
H37 1.565 6.721 -3.865  0.08
H38 0.647 8.189 -3.829  0.08
H39 -0.171 6.707 -4.381  0.08
H40 2.027 6.577 -1.555  0.06
C16 2.644 2.768 -1.882  -0.06
C17 3.993 2.172 -1.760  -0.52
C18 5.110 3.145 -2.138  -0.04
O6 4.101 1.754 -0.451  -0.05
H41 2.445 3.092 -2.939  0.09
H42 2.477 3.591 -1.165  0.08
H43 1.875 2.027 -1.676  0.08
H44 4.028 1.243 -2.317  0.12
H45 4.928 4.191 -1.774  0.10
H46 5.124 3.286 -3.211  0.07
H47 6.149 2.848 -1.889  0.09
H48 4.636 2.348 0.061  0.04
C19 5.067 -6.251 -0.120  -0.05
C20 3.612 -5.761 -0.111  -0.44
C21 3.324 -4.933 1.115  -0.05
O7 3.391 -4.967 -1.305  -0.06
H49 5.174 -6.836 0.790  0.08
H50 5.753 -5.404 -0.041  0.05
H51 5.401 -6.786 -1.004  0.08
H52 2.897 -6.583 -0.129  0.13
H53 3.865 -5.409 1.908  0.07
H54 2.247 -4.801 1.381  0.07
H55 3.838 -3.961 0.960  0.07
H56 2.650 -5.320 -1.771  0.05
C22 -7.170 2.142 3.082  -0.07
C23 -5.704 1.918 3.184  -0.50
C24 -5.225 2.424 4.540  -0.06
O8 -5.518 0.494 3.033  -0.08
H57 -7.389 3.145 3.337  0.05
H58 -7.722 1.592 3.848  0.09
H59 -7.494 1.812 2.079  0.10
H60 -5.220 2.447 2.296  0.12
H61 -5.793 1.851 5.266  0.08
H62 -5.377 3.473 4.684  0.06
H63 -4.180 2.172 4.849  0.09
H64 -4.639 0.370 2.589  0.05
C25 8.548 -5.099 -1.122  -0.14
O9 7.998 -4.151 -1.989  -0.19
C26 7.821 -2.856 -1.404  -0.22
C27 6.544 -2.111 -1.814  -0.20
N1 5.323 -2.721 -1.250  -0.04
C28 4.120 -1.895 -1.391  -0.23
C29 3.530 -1.999 -2.744  -0.22
O10 2.347 -1.195 -2.874  -0.22
C30 2.104 -0.807 -4.199  -0.15
H65 8.737 -6.097 -1.621  0.11
H66 7.876 -5.326 -0.231  0.08
H67 9.457 -4.740 -0.695  0.07
H68 8.689 -2.237 -1.614  0.11
H69 7.758 -2.945 -0.295  0.12
H70 6.595 -2.085 -2.925  0.11
H71 6.582 -1.006 -1.466  0.15
H72 5.222 -3.640 -1.696  0.10
H73 4.327 -0.886 -1.122  0.09
H74 3.411 -2.378 -0.721  0.09
H75 3.258 -3.051 -2.961  0.12
H76 4.272 -1.614 -3.525  0.14
H77 0.989 -0.531 -4.228  0.10
H78 2.241 -1.650 -4.943  0.09
H79 2.781 -0.029 -4.551  0.07
C31 -7.259 5.894 2.309  -0.12
O11 -5.975 5.562 2.754  -0.21
C32 -5.058 5.455 1.681  -0.25
C33 -3.697 5.254 2.246  -0.21
N2 -3.429 6.438 3.060  -0.05
C34 -2.312 6.247 3.942  -0.21
C35 -1.076 6.998 3.411  -0.18
O12 -0.695 6.405 2.145  -0.23
C36 0.643 5.857 2.154  -0.12
H80 -7.728 5.022 1.746  0.11
H81 -7.202 6.773 1.679  0.08
H82 -7.877 6.151 3.159  0.09
H83 -5.118 6.293 1.006  0.12
H84 -5.288 4.524 1.107  0.12
H85 -2.916 5.169 1.515  0.10
H86 -3.888 4.358 2.962  0.13
H87 -4.254 6.539 3.646  0.10
H88 -2.083 5.182 4.110  0.12
H89 -2.618 6.584 4.928  0.12
H90 -0.219 6.958 4.060  0.10
H91 -1.312 8.027 3.196  0.11
H92 0.824 5.448 1.152  0.07
H93 0.683 5.083 2.944  0.08
H94 1.415 6.691 2.307  0.11
C37 -3.200 -0.931 -7.539  -0.09
O13 -2.199 0.055 -7.287  -0.22
C38 -0.899 -0.346 -7.426  -0.25
C39 0.090 0.803 -7.104  -0.20
N3 -0.059 1.253 -5.751  -0.06
C40 0.429 2.618 -5.509  -0.19
C41 -0.331 3.148 -4.332  -0.25
O14 -1.678 3.342 -4.724  -0.19
C42 -2.404 3.835 -3.602  -0.10
H95 -3.230 -1.386 -8.519  0.08
H96 -4.156 -0.406 -7.359  0.09
H97 -3.138 -1.686 -6.684  0.09
H98 -0.768 -0.645 -8.456  0.12
H99 -0.711 -1.195 -6.692  0.14
H100 -0.159 1.614 -7.748  0.10
H101 1.117 0.480 -7.311  0.12
H102 -1.089 1.252 -5.611  0.09
H103 0.228 3.302 -6.336  0.12
H104 1.485 2.589 -5.379  0.10
H105 0.165 4.115 -4.098  0.11
H106 -0.258 2.483 -3.420  0.14
H107 -3.456 3.852 -3.864  0.09
H108 -2.096 4.868 -3.405  0.07
H109 -2.212 3.235 -2.687  0.08
C43 -7.173 -4.546 0.308  -0.08
O15 -6.849 -3.855 -0.892  -0.20
C44 -5.454 -3.832 -1.196  -0.23
C45 -5.148 -2.513 -1.832  -0.23
N4 -5.890 -2.440 -3.089  -0.02
C46 -6.310 -1.043 -3.361  -0.19
C47 -5.201 -0.311 -4.113  -0.23
O16 -4.099 -0.257 -3.260  -0.21
C48 -2.932 0.274 -3.841  -0.08
H110 -6.417 -4.258 0.991  0.06
H111 -7.178 -5.638 0.156  0.09
H112 -8.195 -4.296 0.606  0.09
H113 -5.089 -4.746 -1.731  0.14
H114 -4.876 -3.834 -0.264  0.09
H115 -4.115 -2.318 -1.982  0.07
H116 -5.420 -1.735 -1.055  0.13
H117 -6.754 -2.974 -2.942  0.10
H118 -6.551 -0.454 -2.460  0.12
H119 -7.170 -1.118 -3.962  0.10
H120 -5.578 0.685 -4.518  0.14
H121 -4.950 -0.929 -4.992  0.11
H122 -2.106 0.252 -3.178  0.08
H123 -3.131 1.274 -4.190  0.07
H124 -2.690 -0.358 -4.715  0.08
C49 1.503 0.282 2.351  -0.10
O17 2.828 0.013 2.726  -0.23
C50 3.506 -0.776 1.749  -0.22
C51 4.958 -0.873 2.094  -0.20
N5 5.151 -1.342 3.459  -0.05
C52 5.196 -0.295 4.484  -0.23
C53 5.477 -0.830 5.864  -0.20
O18 4.352 -1.580 6.405  -0.24
C54 4.299 -1.622 7.836  -0.10
H125 0.889 -0.662 2.278  0.09
H126 1.498 0.885 1.453  0.07
H127 0.952 0.869 3.129  0.11
H128 3.364 -0.305 0.704  0.12
H129 3.191 -1.856 1.775  0.12
H130 5.401 0.123 2.052  0.11
H131 5.329 -1.636 1.439  0.10
H132 4.414 -2.018 3.737  0.12
H133 4.208 0.222 4.414  0.12
H134 5.988 0.431 4.249  0.11
H135 5.636 0.046 6.565  0.13
H136 6.418 -1.479 5.890  0.14
H137 3.376 -2.255 8.037  0.11
H138 4.021 -0.634 8.211  0.08
H139 5.245 -1.952 8.237  0.08
C55 -0.036 -1.752 -0.131  -0.05
O19 -1.083 -2.166 0.792  -0.23
C56 -2.424 -2.310 0.217  -0.18
C57 -3.375 -1.676 1.231  -0.15
N6 -3.248 -0.180 1.325  -0.06
C58 -3.564 0.593 0.155  -0.18
C59 -2.887 1.999 0.216  -0.24
O20 -1.533 1.838 0.335  -0.19
C60 -0.828 3.038 0.692  -0.07
H140 -0.423 -1.951 -1.141  0.07
H141 0.873 -2.307 0.012  0.07
H142 0.118 -0.655 0.051  0.09
H143 -2.693 -3.323 -0.018  0.08
H144 -2.466 -1.717 -0.691  0.09
H145 -3.043 -2.043 2.174  0.11
H146 -4.411 -1.996 1.098  0.11
H147 -2.212 -0.135 1.482  0.12
H148 -4.620 0.794 0.017  0.12
H149 -3.196 0.025 -0.730  0.10
H150 -3.293 2.476 1.098  0.10
H151 -3.175 2.555 -0.697  0.12
H152 0.242 2.852 0.559  0.07
H153 -0.920 3.321 1.699  0.06
H154 -1.204 3.840 -0.056  0.12

## Properties
LUMO = 0.5 eV
HOMO energy = -8.41 eV
Max |F| = 4.36 eV/Å
Kohn-Sham gap = 8.91 eV